1.
DFT (ωB97M-V/def2-TZVPD) results for a 2-piece molecular cluster, C9H20BrN3 overall at a distorted geometry.

Geometry as ORCA input:
```
! RIJCOSX wB97M-V def2-TZVPD def2/J DEFGRID3
* xyz 2 1
C 3.25905 0.85920 2.03438
C -0.82870 -2.18778 -3.60326
C 0.56299 -1.71800 -3.37410
C -0.27376 -2.08145 -2.17960
C -3.36392 1.50971 1.98947
C -0.84245 -1.02235 -1.29923
C 0.23380 -0.60447 -0.20183
C -2.45270 1.19021 0.82401
C 0.01028 0.72365 0.35618
N 3.66360 0.40489 3.17935
N 4.02439 1.34319 1.10446
N -1.04463 0.94635 1.34263
Br 0.54065 2.28619 -0.54501
H -1.57403 -1.47192 -3.91130
H -1.00618 -3.19009 -3.96225
H 1.37715 -2.37581 -3.63570
H 0.76399 -0.67033 -3.54741
H -0.04371 -3.01439 -1.68270
H -4.36899 1.68978 1.61566
H -3.42103 0.68287 2.69466
H -3.04610 2.40753 2.51459
H -1.72938 -1.39010 -0.78328
H -1.09945 -0.14418 -1.89218
H 1.20204 -0.61960 -0.70235
H 0.22537 -1.37263 0.57192
H -2.41091 2.02169 0.12031
H -2.78866 0.29509 0.30383
H 3.01232 0.08254 3.87730
H 4.64772 0.37198 3.45182
H 3.64828 1.66797 0.22757
H 5.03526 1.45194 1.21339
H -1.09651 0.14896 1.99077
H -0.81580 1.77937 1.90789
*
```

LUMO level (spin up / spin down) = -10.0 / -11.0 eV
E_tot = -3092.4213 Ha

2.
DFT (ωB97M-V/def2-TZVPD) results for C9H20ClCoIN2OPS as an isolated structure at a distorted geometry.

Geometry as ORCA input:
```
! RIJCOSX wB97M-V def2-TZVPD def2/J DEFGRID3
* xyz 2 5
C -1.40232 1.08550 2.37876
I -1.48721 0.12403 -1.74469
H -0.66357 1.56756 3.03945
H -1.70728 0.15666 2.89332
H -2.25754 1.74839 2.19930
Co 0.07740 0.65309 0.92837
P -0.70313 2.64178 0.21329
C -2.46088 2.95034 -0.26497
C -0.50564 3.91027 1.52528
H 1.28882 3.22171 -0.98111
H 0.01058 4.48286 -1.16159
H -0.08436 2.94541 -2.10733
C 0.22098 3.40174 -1.15777
H 0.51170 3.84295 1.93328
H -0.66849 4.90542 1.08513
H -2.61064 4.03214 -0.39470
H -3.14434 2.56505 0.50154
H -1.23210 3.74326 2.33257
H -2.67776 2.43910 -1.21669
C -1.65121 -0.11566 0.63413
O -2.68154 -0.61445 0.92615
Cl 2.13215 1.37468 0.97611
S 0.49128 -1.42367 1.56483
C 0.93075 -2.41036 0.20538
N 2.16507 -2.27640 -0.28331
C 2.80217 -3.37360 -1.02314
C 1.79152 -3.97492 -1.96923
C 0.52165 -4.37200 -1.25421
N 0.09481 -3.29598 -0.34860
H 2.74214 -1.61255 0.22934
H 3.17466 -4.12570 -0.30947
H 3.65031 -2.94276 -1.55456
H 2.23577 -4.85103 -2.42652
H 1.55484 -3.25446 -2.75835
H 0.66679 -5.28743 -0.66903
H -0.27465 -4.55292 -1.97909
H -0.85071 -3.30807 0.03813
*
```

LUMO level (spin up / spin down) = -9.5 / -11.0 eV
E_tot = -3419.1675 Ha
Energy relative to the best compared isomer or geometry (same formula, charge and spin) = 0.0 kJ/mol

3.
DFT (ωB97M-V/def2-TZVPD) results for C9H20IN4O3SW as an isolated structure at a distorted geometry.

Geometry as ORCA input:
```
! RIJCOSX wB97M-V def2-TZVPD def2/J DEFGRID3
* xyz 3 3
W -0.61942 0.63567 -1.12757
N -0.40196 3.07772 -1.24959
C -1.56254 3.36271 -0.33551
C -2.12324 1.96082 -0.36311
O -2.40715 1.49812 -1.53424
O -1.81573 1.09706 0.51973
H 0.44620 3.50715 -0.89036
H -0.56878 3.51151 -2.15450
H -2.24880 4.10977 -0.72593
H -1.23200 3.64135 0.65994
N 2.15811 -0.23818 -4.25053
C 0.99685 -0.11461 -3.67913
O 0.91637 0.33196 -2.48848
C -0.24359 -0.49441 -4.42214
I -1.66796 -1.27025 -2.92298
H 3.00169 0.05767 -3.77127
H 2.26184 -0.54683 -5.20940
H -0.10170 -1.26530 -5.17542
H -0.77191 0.35669 -4.84876
C -0.44506 -3.38527 1.29592
C -1.08233 -2.14396 0.68586
N -0.05069 -1.15208 0.20649
C 0.51019 -0.26211 1.18913
S 1.30649 1.05578 0.42502
N 0.34071 -0.41024 2.45427
C 0.77770 0.50589 3.52586
C 1.62830 -0.24371 4.54462
H -1.23042 -4.06109 1.63316
H 0.19842 -3.17548 2.15164
H 0.14417 -3.92527 0.55221
H -1.75471 -1.62345 1.36746
H -1.67262 -2.44324 -0.17769
H 0.71238 -1.68511 -0.21297
H -0.12524 -1.24371 2.80251
H -0.12525 0.89014 4.00399
H 1.32473 1.33429 3.08513
H 1.06868 -1.05580 5.01113
H 1.92156 0.44992 5.33068
H 2.53672 -0.64409 4.09480
*
```

LUMO level (spin up / spin down) = -10.8 / -11.6 eV
E_tot = -1561.6690 Ha
Energy relative to the best compared isomer or geometry (same formula, charge and spin) = 46.9 kJ/mol

4.
DFT (ωB97M-V/def2-TZVPD) results for a 2-piece molecular cluster, C9H20N3O overall at a distorted geometry.

Geometry as ORCA input:
```
! RIJCOSX wB97M-V def2-TZVPD def2/J DEFGRID3
* xyz 1 1
C 3.40144 -0.62619 -0.08464
C 0.61282 2.24979 -1.08526
C 1.54714 1.53234 1.04566
C -0.73562 1.65072 -0.57416
C 0.53772 0.53116 1.14353
C -1.18830 -2.04899 0.64933
C -2.66881 -0.18643 0.89544
C -1.78782 -0.80806 -1.46851
C -1.48119 -0.64156 0.09424
N 1.60179 2.33312 -0.01138
N 4.49615 -1.43225 -0.15496
N -0.44406 0.33173 0.04975
O 3.38891 0.51042 0.29531
H 1.02226 1.64121 -1.83904
H 0.28518 3.16859 -1.49710
H 2.33294 1.57844 1.77852
H 2.34484 -1.17535 -0.28212
H -1.13589 2.31178 0.09357
H -1.43782 1.56632 -1.42129
H 1.04215 -0.40066 1.31506
H -0.21589 0.86601 1.86025
H -0.12112 -2.30689 0.22132
H -1.20635 -2.12747 1.67002
H -1.96194 -2.82803 0.14426
H -3.45457 -0.79823 0.74837
H -3.06557 0.91129 0.67937
H -2.38889 -0.30347 1.98858
H -2.38687 -0.06382 -1.74467
H -0.74817 -0.65794 -1.99116
H -2.28690 -1.76344 -1.66756
H 2.31256 3.03150 -0.03750
H 4.45928 -2.24552 -0.88802
H 5.36699 -1.12951 0.08534
*
```

LUMO level = -3.4 eV
E_tot = -594.0957 Ha
Energy relative to the best compared isomer or geometry (same formula, charge and spin) = 263.9 kJ/mol

5.
DFT (ωB97M-V/def2-TZVPD) results for an isolated ion of composition C9H20N3O and charge +1 at a distorted geometry.

Geometry as ORCA input:
```
! RIJCOSX wB97M-V def2-TZVPD def2/J DEFGRID3
* xyz 1 1
C -2.71694 0.32945 -1.93083
N -2.18416 -0.39804 -1.02349
C -2.47720 -0.19602 0.40305
C -1.51441 0.65141 1.33226
N -0.32062 0.01854 1.73476
C 0.59006 -0.43105 0.73054
C 0.47897 -1.71685 0.28920
N 1.03555 -2.21907 -0.81511
O -0.43399 -2.58522 0.84063
C 1.45453 0.62079 0.14414
C 1.58882 1.80730 1.10707
C 0.70059 1.13992 -1.19828
C 2.79232 0.04796 -0.30308
H -3.22844 1.22509 -1.57691
H -2.43362 -0.07380 -2.82624
H -1.42330 -1.11903 -1.28152
H -2.58075 -1.33691 0.82582
H -3.40601 0.23805 0.36190
H -1.30231 1.47535 0.80818
H -2.05932 0.87905 2.25788
H -0.34972 -0.71121 2.45777
H 1.81188 -1.71168 -1.25388
H 0.92100 -3.25015 -0.97117
H -0.76702 -2.29267 1.63575
H 1.63303 1.54620 2.22152
H 0.79707 2.51086 0.83788
H 2.57826 2.23183 0.92473
H 1.06994 2.11424 -1.54878
H 0.77646 0.50817 -2.08955
H -0.33159 1.23577 -0.84900
H 3.55184 0.75590 -0.36338
H 2.73102 -0.42535 -1.24655
H 3.01805 -0.86881 0.36469
*
```

LUMO level = -4.8 eV
E_tot = -594.0689 Ha
SMILES string = C=[NH+]CCN/C(=C(/N)O)C(C)(C)C
Energy relative to the best compared isomer or geometry (same formula, charge and spin) = 334.3 kJ/mol

6.
DFT (ωB97M-V/def2-TZVPD) results for a 3-piece molecular cluster, C9H20NO10P overall at a distorted geometry.

Geometry as ORCA input:
```
! RIJCOSX wB97M-V def2-TZVPD def2/J DEFGRID3
* xyz 0 1
N 4.84549 -0.38254 3.30340
O 3.81134 -1.23963 3.24826
C 4.24134 -2.62508 3.00234
O 4.38575 -3.01173 1.70453
O 4.48052 -3.66438 4.01592
P 6.15520 -3.75425 4.49111
O 7.02576 -2.48919 4.11290
H 5.25088 -0.29332 4.26222
H 5.56820 -0.56508 2.57330
H 6.15263 -3.81933 5.95903
H 6.85096 -4.93864 4.03994
C 0.65817 1.32598 2.46872
C 0.70014 -0.17442 2.70122
O -0.60520 -0.74868 2.55555
C -1.02639 -0.93453 1.28005
O -0.39690 -0.66789 0.26843
O -2.28316 -1.44543 1.32156
C -2.88312 -1.60786 0.03930
H -0.09281 1.79462 3.11256
H 1.63314 1.77685 2.67213
H 0.38045 1.55917 1.43623
H 1.02117 -0.37299 3.72862
H 1.41944 -0.66778 2.03728
H -2.24076 -2.18811 -0.63102
H -3.10722 -0.62785 -0.39262
H -3.82278 -2.15178 0.17019
C -4.48147 2.29654 -6.20886
C -2.97727 2.42476 -6.04163
O -2.65199 2.95052 -4.74832
C -2.71426 2.06646 -3.72197
O -3.00881 0.88464 -3.80724
O -2.41727 2.72995 -2.57576
C -2.53288 1.93258 -1.40044
H -4.97540 3.24959 -5.99471
H -4.73295 1.98571 -7.22638
H -4.89614 1.56117 -5.51256
H -2.58996 3.13468 -6.77922
H -2.46717 1.46990 -6.21389
H -1.95150 1.00886 -1.48634
H -3.58613 1.70955 -1.20519
H -2.13903 2.50895 -0.55865
*
```

LUMO level = -0.6 eV
E_tot = -1503.3266 Ha
SMILES string = NOC(=O)O[PH2]=O.CCOC(=O)OC.CCOC(=O)OC
Energy relative to the best compared isomer or geometry (same formula, charge and spin) = 227.6 kJ/mol

7.
DFT (ωB97M-V/def2-TZVPD) results for C9H20O3 as an isolated structure at a distorted geometry.

Geometry as ORCA input:
```
! RIJCOSX wB97M-V def2-TZVPD def2/J DEFGRID3
* xyz 0 1
C 4.42967 0.21919 -0.52554
C 1.97898 -0.02282 0.11075
C 1.67608 1.45139 0.51424
C 1.99955 -1.12772 1.25581
C -1.30186 -1.58479 -0.26340
C -2.61400 -0.89068 0.63630
C -3.34588 0.22321 0.08420
C -3.51286 0.26918 -1.33975
C -2.77276 1.56536 0.78583
H 4.84996 0.12918 -1.66753
H 4.61444 1.27472 -0.07686
H 5.03005 -0.62072 0.27529
H 2.48164 1.84893 1.10621
H 1.36299 2.29747 -0.28476
H 0.83096 1.46859 1.37227
H 3.30155 -1.24518 1.32430
H 1.21529 -2.15061 0.78535
H 1.69108 -0.48043 2.75057
H -1.68468 -1.35196 -1.29312
H -1.21572 -2.59025 0.03714
H -2.74613 -0.80973 1.82905
H -3.42867 -1.55666 0.60638
H -4.37285 0.25453 0.55935
H -3.76846 1.43572 -1.38096
H -2.45940 0.00612 -2.17252
H -4.42795 -0.55831 -1.45957
H -3.35707 2.54468 0.52025
H -2.64353 1.21598 1.79313
H -1.77416 1.70157 0.34667
O 3.04806 0.11310 -0.65426
O 0.83156 -0.04807 -0.91430
O -0.46973 -0.49347 0.00339
*
```

LUMO level = 0.4 eV
E_tot = -580.0801 Ha
Energy relative to the best compared isomer or geometry (same formula, charge and spin) = 855.0 kJ/mol